# C27H49AsCaN3O3Si2

C27H49AsCaN3O3Si2 as an isolated structure (ωB97M-V/def2-TZVPD, OMol25).

Results
Max |F| = 0.866 eV/A
LUMO energy = 2.279 eV
Energy relative to the best compared isomer or geometry (same formula, charge and spin) = 16.6 kJ/mol
Highest occupied orbital energy = -2.93 eV

ORCA input file:
```
! wB97M-V def2-TZVPD RIJCOSX def2/J DEFGRID3
* xyz -1 1
Ca -0.69914 -0.68550 0.40566
C 3.50214 2.49124 -4.10629
C 2.61997 1.29692 -3.73523
C 3.42360 0.25422 -2.96609
C 1.39265 1.75702 -2.97771
C 1.46516 2.15135 -1.64040
C 0.35780 2.67912 -0.99625
C -0.86007 2.82902 -1.65945
C -2.01314 3.46962 -0.94481
C -0.94695 2.38256 -2.97045
C 0.16550 1.85742 -3.61903
H 4.37691 2.16813 -4.67663
H 3.85496 2.99457 -3.20281
H 2.95093 3.22162 -4.70119
H 2.26639 0.83915 -4.66538
H 3.91792 0.69902 -2.09896
H 4.20313 -0.17543 -3.60104
H 2.77306 -0.53823 -2.59979
H 2.39975 2.06467 -1.09671
H 0.42616 2.99334 0.03965
H -2.21162 2.93609 -0.01441
H -2.91766 3.46647 -1.55259
H -1.77612 4.50399 -0.68471
H -1.89216 2.46205 -3.49721
H 0.08178 1.53694 -4.65318
N -1.63417 -1.24109 -2.29607
C -2.43459 -2.44808 -2.02659
C -1.86332 -3.12763 -0.77487
O -1.30742 -4.23219 -0.89639
O -1.96150 -2.45657 0.29563
H -1.96002 -0.77812 -3.13431
H -0.65339 -1.48228 -2.41505
H -2.44663 -3.16519 -2.85273
H -3.45549 -2.13043 -1.81007
C 3.01025 1.55835 3.05491
Si 2.12541 -0.05820 2.62005
C 2.57684 -1.30698 3.97765
C 3.03291 -0.72527 1.10262
N 0.47980 0.10422 2.25185
C -0.42482 0.65649 3.16487
C -0.09299 0.89070 4.50533
C -0.96773 1.44070 5.43977
C -2.24532 1.77057 5.03866
C -2.61598 1.54648 3.71506
C -1.76072 1.00328 2.74359
N -2.16084 0.79825 1.42353
Si -3.79967 0.94862 0.97955
C -3.98361 0.66164 -0.88586
C -4.58534 2.66125 1.31455
C -4.93060 -0.32169 1.80090
H 4.08550 1.38594 3.17034
H 2.63714 2.01095 3.97490
H 2.86947 2.28786 2.25145
H 3.64759 -1.53681 3.94761
H 2.02536 -2.23964 3.82434
H 2.34074 -0.95133 4.98238
H 4.08716 -0.43098 1.13532
H 2.60353 -0.37779 0.16132
H 2.99987 -1.81792 1.09684
H 0.89970 0.61820 4.84411
H -0.64238 1.59378 6.46277
H -2.95987 2.19470 5.73560
H -3.62625 1.80836 3.42559
H -3.02528 0.62897 -1.40557
H -4.58653 1.45426 -1.33768
H -4.49307 -0.28736 -1.07625
H -3.82687 3.39362 1.60258
H -5.31600 2.61722 2.12760
H -5.10151 3.04043 0.42757
H -4.52445 -1.32379 1.63666
H -5.93934 -0.28374 1.37596
H -5.00833 -0.16331 2.87902
C 1.42505 -4.27114 0.59517
As 1.63894 -3.35384 -1.07650
C 1.21309 -4.47819 -2.57789
C 3.55250 -3.16592 -1.28498
O 0.91229 -1.85698 -1.13075
H 1.58386 -5.33652 0.43065
H 0.40852 -4.11039 0.94294
H 2.16028 -3.88304 1.29913
H 2.03406 -5.17865 -2.73207
H 1.12914 -3.82222 -3.44484
H 0.26893 -4.98124 -2.39913
H 4.02663 -4.12247 -1.05991
H 3.92465 -2.39708 -0.61273
H 3.77382 -2.88615 -2.31311
*
```



# C27H49BN2O11

A 3-piece molecular cluster, C27H49BN2O11 overall in a non-equilibrium geometry (ωB97M-V/def2-TZVPD, OMol25).

Results
Expectation value of S² = 2.0090
Max |F| = 5.752 eV/A
LUMO energy (alpha / beta) = -0.295 / -0.347 eV
Highest occupied orbital energy (alpha / beta) = -8.52 / -8.99 eV

ORCA input file:
```
! wB97M-V def2-TZVPD RIJCOSX def2/J DEFGRID3
* xyz 0 3
O -0.37023 -1.40617 7.49403
C 0.67325 -1.88446 6.96991
O 1.07943 -1.30665 5.74431
C 1.85441 -2.22241 4.92204
C 2.65189 -1.31922 3.85305
C 2.12381 -1.44982 2.34792
O 0.75729 -1.80662 2.08740
B -0.17578 -0.76479 2.43818
O -0.41625 0.44743 1.70008
O -0.99654 -0.98246 3.62323
O 2.81874 -2.66310 1.86786
C 2.71784 -2.46492 0.43288
O 2.49689 -3.32372 -0.43524
O 2.85401 -1.05155 0.08676
C 2.88625 -0.41782 1.39293
C 2.65526 1.16264 1.55424
C 3.96017 1.82097 0.63446
C 3.65411 3.36704 0.01194
O 3.69645 1.97985 -0.83323
H 1.24523 -2.69480 7.53198
H 1.10181 -2.91327 4.37783
H 2.54344 -2.92348 5.50792
H 3.73796 -1.70944 3.86011
H 2.73461 -0.22679 4.22290
H -0.35506 1.17304 2.36866
H -1.07628 -0.10680 4.07131
H 3.99771 -0.52526 1.70800
H 2.79896 1.56334 2.60953
H 1.75254 1.57424 0.99666
H 5.07288 1.59043 1.02179
H 2.95718 3.67313 -0.82536
H 2.77913 3.41639 0.79850
C -5.79195 0.18063 1.01016
C -4.82956 0.77064 2.06748
C -5.53885 0.85982 3.43534
C -6.54447 2.00118 3.52001
C -5.88496 3.32295 3.14654
C -5.18911 3.28319 1.76706
N -4.30100 2.08869 1.59715
O -3.15379 2.33466 2.28870
C -6.26640 3.31419 0.65278
C -4.42821 4.62036 1.56773
C -3.72712 -0.31730 2.17583
H -5.28210 0.04255 0.05191
H -6.15847 -0.79990 1.32847
H -6.68262 0.77659 0.83028
H -4.79522 0.99774 4.22967
H -6.04795 -0.08286 3.65981
H -7.40590 1.79851 2.87709
H -6.93321 2.06659 4.54157
H -6.63882 4.11757 3.16265
H -5.15440 3.58128 3.92264
H -5.84541 3.03721 -0.31809
H -6.68891 4.31709 0.54244
H -7.12146 2.67167 0.85695
H -3.69403 4.81136 2.35386
H -5.11876 5.46881 1.58487
H -3.91085 4.63883 0.60197
H -3.16253 -0.40280 1.24225
H -4.16758 -1.29671 2.38417
H -3.02203 -0.12084 2.98299
C 2.09534 -3.21803 -3.98234
C 3.43441 -2.78922 -4.61927
C 4.21925 -1.90877 -3.63248
C 3.66419 -0.50599 -3.50632
C 3.55970 0.15564 -4.87549
C 2.74938 -0.68468 -5.88958
N 3.18002 -2.12075 -5.93243
O 4.33637 -2.18014 -6.64868
C 1.24211 -0.58670 -5.54067
C 2.84206 0.00376 -7.27670
C 4.20306 -4.13137 -4.76311
H 1.55266 -3.90839 -4.63567
H 2.27024 -3.73588 -3.03498
H 1.42857 -2.39462 -3.74153
H 5.26710 -1.83918 -3.94976
H 4.23472 -2.37399 -2.64150
H 2.69201 -0.52679 -3.00562
H 4.32601 0.08559 -2.86532
H 3.10708 1.14699 -4.76286
H 4.57245 0.32648 -5.26027
H 0.66036 -1.35195 -6.06284
H 0.83216 0.38316 -5.83762
H 1.03727 -0.66193 -4.47387
H 3.87131 0.12073 -7.62369
H 2.41724 1.01152 -7.24155
H 2.28566 -0.55986 -8.03406
H 3.71037 -4.79422 -5.48105
H 4.24478 -4.65684 -3.80462
H 5.23868 -3.99121 -5.08302
*
```